Entry from the Open Molecules 2025 dataset: 2 unconnected molecules or ions with the total composition C9H11NO2 in a non-equilibrium geometry (the ωB97M-V functional and the def2-TZVPD basis).

ORCA input file:
```
! wB97M-V def2-TZVPD RIJCOSX def2/J DEFGRID3
* xyz 0 1
C -3.38516 1.01838 -0.68462
C -2.10943 0.12163 -1.09938
C -1.65217 -0.94484 -0.25392
N -1.67604 -1.78962 0.54773
O -1.49068 -2.62934 1.38766
H -3.90312 1.16889 -1.63768
H -3.22731 1.95692 -0.24411
H -4.17556 0.33813 -0.16824
H -2.31914 -0.43169 -2.10907
H -1.27010 0.76357 -1.35484
O 0.65789 0.26287 2.51993
C 1.50021 0.06982 1.43039
C 2.03636 -1.09354 1.01210
C 2.75196 -1.07367 -0.19252
C 2.65697 0.02156 -0.97829
C 2.00602 1.19465 -0.66311
C 1.42395 1.19032 0.57511
H 0.40733 -0.52944 3.00899
H 2.25363 -1.91721 1.61574
H 3.36318 -1.88079 -0.41715
H 3.25703 0.05619 -1.95704
H 2.02364 2.05641 -1.30859
H 0.87052 2.07081 0.97092
*
```

Calculated values
orbital gap: 9.5 eV
structure (SMILES): CCC#[N+][O-].Oc1ccccc1
maximum force: 4.8 eV/A